#A
Formula: H26O13
Source: OMol25
Level of theory: wB97M-V/def2-TZVPD

Summary:
- Net charge: 0
- HOMO-LUMO gap: 8.4 eV
- 2S+1: 1
- HOMO level: -8.99 eV

Atoms and positions in Å:
H -0.222 -1.279 0.478
H 0.170 -0.097 -0.394
H 1.671 -1.071 -3.592
H 1.845 0.045 -4.608
H -2.075 1.336 3.385
H -1.239 2.498 3.897
H -0.450 1.045 2.265
H 0.841 1.567 2.873
H -1.485 -2.590 3.555
H -0.142 -2.875 4.205
H 1.134 0.201 -2.156
H 1.365 1.041 -0.910
H -0.251 3.929 -0.620
H -0.404 4.754 -1.887
H -0.092 -4.928 -1.948
H -1.364 -5.054 -1.126
H 2.499 0.039 0.832
H 3.645 0.867 1.390
H -0.057 2.760 -2.650
H -1.280 2.241 -1.912
H -0.623 -0.540 -2.170
H -1.882 0.286 -1.966
H -2.717 -0.276 2.058
H -3.870 -1.068 2.654
H 2.815 -2.246 -0.247
H 2.242 -1.053 -0.995
O -0.586 -0.643 -0.147
O 1.318 -0.742 -4.426
O -1.903 2.272 3.235
O -0.107 1.514 3.034
O -0.969 -2.402 4.347
O 1.825 0.664 -1.668
O 0.262 4.402 -1.285
O -1.045 -4.795 -1.998
O 3.456 0.034 0.944
O -0.699 3.007 -1.974
O -1.346 -0.397 -1.549
O -3.356 -0.965 1.845
O 3.076 -1.480 -0.771


#B
Formula: H26O13
Source: OMol25
Level of theory: wB97M-V/def2-TZVPD

Summary:
- Net charge: 0
- HOMO-LUMO gap: 10.3 eV
- 2S+1: 1
- HOMO level: -10.43 eV

Atoms and positions in Å:
O 0.331 2.889 -2.500
H 0.864 2.641 -1.738
H -0.485 3.177 -2.090
O -0.660 -3.519 -0.681
H 0.031 -3.974 -1.148
H -0.427 -2.647 -0.403
O -0.069 2.869 0.178
H 0.471 2.097 0.439
H -0.515 3.149 0.970
O 1.721 -2.748 1.954
H 2.185 -2.942 1.145
H 0.893 -3.120 2.236
O -0.708 1.226 3.510
H -0.077 1.713 4.026
H -1.109 1.874 2.927
O 2.922 -1.776 -0.377
H 3.428 -1.766 -1.193
H 3.444 -1.369 0.308
O 1.732 1.794 1.727
H 2.246 2.350 1.144
H 2.158 1.034 2.135
O -1.893 0.497 -2.396
H -1.531 1.391 -2.606
H -2.725 0.829 -2.812
O -1.040 -2.189 -3.002
H -1.890 -2.027 -2.624
H -0.774 -3.102 -2.969
O -3.556 1.234 2.560
H -2.780 0.675 2.477
H -3.856 1.456 1.668
O 0.204 -0.239 -4.440
H -0.331 -0.514 -3.669
H 0.002 0.712 -4.410
O -1.769 0.023 0.187
H -1.851 0.220 -0.791
H -0.797 -0.037 0.353
O 2.434 -0.455 3.355
H 2.231 -1.367 3.139
H 1.549 -0.061 3.409


#C
Formula: H26O13
Source: OMol25
Level of theory: wB97M-V/def2-TZVPD

Summary:
- Net charge: 0
- HOMO-LUMO gap: 5.7 eV
- 2S+1: 1
- HOMO level: -7.03 eV

Atoms and positions in Å:
O -16.741 -8.322 -3.503
H -15.909 -7.981 -3.832
H -17.327 -8.297 -4.259
O -16.966 -9.085 -1.268
H -16.567 -8.891 -2.117
H -17.786 -8.591 -1.270
O -13.895 -5.172 -1.761
H -14.485 -4.470 -2.034
H -14.012 -5.854 -2.422
O -14.028 -6.651 -0.527
H -14.176 -5.865 -1.052
H -14.907 -6.961 -0.305
O -12.635 -7.903 -2.844
H -12.061 -8.658 -2.715
H -12.273 -7.226 -2.271
O -15.014 -8.419 -2.047
H -14.597 -8.497 -2.905
H -15.028 -7.478 -1.871
O -14.873 -7.941 -4.677
H -15.464 -7.627 -5.362
H -14.067 -8.166 -5.140
O -14.010 -10.846 -2.135
H -13.890 -11.499 -2.825
H -14.307 -10.062 -2.596
O -13.772 -9.316 -0.567
H -14.446 -9.037 -1.186
H -13.082 -9.690 -1.115
O -13.906 -9.695 -3.798
H -14.168 -10.517 -4.215
H -13.831 -9.073 -4.522
O -15.921 -7.199 -0.544
H -16.312 -8.055 -0.720
H -16.576 -6.739 -0.019
O -14.217 -6.543 -3.129
H -13.598 -7.236 -2.900
H -14.643 -6.856 -3.928
O -16.966 -5.832 -1.848
H -16.637 -6.526 -1.276
H -16.366 -5.100 -1.706


The computed energies, referenced to the most stable structure and given in hartree, are #A 0.3732; #B 0.0000; #C 0.8390.